The molecule C5H7NO, computed with the ωB97M-V functional and the def2-TZVPD basis.

The geometry in XYZ format:
```
14
Properties=species:S:1:pos:R:3:forces:R:3
O -1.2759 -1.1389 -1.9019 -0.1 0.3 0.3
C -0.8395 -0.4202 -1.0280 -0.3 0.0 -0.1
C -1.3137 -0.4492 0.4156 -0.1 -0.1 0.0
C -0.2734 -0.0219 1.4209 0.2 0.1 -0.1
C 0.9180 0.4216 1.0348 -0.1 -0.2 0.0
C 1.2791 0.3880 -0.4238 0.2 0.0 0.1
N 0.0931 0.5865 -1.2638 0.0 -0.3 -0.2
H -1.7377 -1.4312 0.6432 0.1 0.1 -0.1
H -2.1437 0.2702 0.4321 0.0 -0.1 0.1
H -0.5283 -0.0992 2.4760 0.0 0.1 -0.2
H 1.6783 0.7332 1.7465 -0.1 -0.1 -0.1
H 1.6788 -0.6172 -0.6288 0.3 0.2 0.0
H 2.0469 1.1127 -0.6951 -0.1 0.1 0.1
H 0.3239 0.6123 -2.2520 0.0 -0.1 0.1
```
Forces are in eV/Å.

Results
- SMILES string = O=C1CC=CCN1
- frontier orbital gap (eV) = 10.41
- energy above the lowest of the compared OMol25 structures with the same formula, charge and spin (kJ/mol) = 44.03
- highest occupied orbital energy (Ha) = -0.3496
- calculated total energy (Ha) = -324.7077

Mulliken atomic charge list, values in e, 4 entries: atom 1 (O): -0.595, atom 2 (C): 0.201, atom 3 (C): -0.301, atom 4 (C): -0.381